Entry 1:
# C4H12OS3Si

A 2-piece molecular cluster, C4H12OS3Si overall in a non-equilibrium geometry (ωB97M-V/def2-TZVPD, OMol25).

Properties
Highest occupied orbital energy (alpha / beta) = -0.1365 / -0.3143 Eh
Frontier orbital gap (alpha / beta) = 4.172 / 5.080 eV

```
! wB97M-V def2-TZVPD RIJCOSX def2/J DEFGRID3
* xyz 0 3
C 2.36603 1.63984 -0.43057
C -0.88857 -2.05323 1.40573
C -2.11084 -2.53509 1.25842
C -0.57790 -0.67015 1.85597
O 1.07561 1.11479 -0.58903
Si 0.21364 1.03407 -1.93904
S 0.61899 -0.65019 3.25151
S 0.43581 2.87950 -3.02370
S -1.77080 0.63585 -1.24423
H 2.48282 1.92768 0.61294
H 2.51157 2.51075 -1.07085
H 3.10544 0.88037 -0.69023
H -0.02538 -2.67184 1.19115
H 1.66059 -1.08764 2.54627
H -2.28420 -3.54377 0.92469
H -2.98319 -1.93727 1.46577
H -1.46452 -0.15897 2.22747
H -0.12907 -0.07879 1.05835
H 0.63146 -0.05191 -2.81153
H -0.72161 2.84059 -3.66976
H -2.14589 -0.02460 -2.32932
*
```

These are the Löwdin partial charges, in e, on atoms 1 to 2:
1. C -0.14
2. C -0.30

Entry 2:
# C4H12

A 2-piece molecular cluster, C4H12 overall in a non-equilibrium geometry (ωB97M-V/def2-TZVPD, OMol25).

Properties
Energy above the lowest of the compared OMol25 structures with the same formula, charge and spin = 29.2 kcal per mole
Highest occupied orbital energy = -0.3937 Eh
SMILES = CC.CC
Frontier orbital gap = 11.822 eV

```
! wB97M-V def2-TZVPD RIJCOSX def2/J DEFGRID3
* xyz 0 1
C -2.45207 -0.63407 -0.37640
C -1.83167 -2.01365 -0.67589
H -3.50795 -0.63262 -0.56968
H -2.17031 -0.57823 0.66784
H -2.02389 0.14718 -1.01105
H -1.39698 -2.43851 0.21896
H -2.57133 -2.83363 -0.85894
H -1.09071 -2.05875 -1.49040
C 1.63935 0.78148 0.46380
C 2.64140 1.93119 0.56601
H 0.68958 1.06955 0.84242
H 1.38317 0.24721 -0.49485
H 2.19741 -0.19154 0.73322
H 3.45849 1.81387 -0.12504
H 2.93704 1.90266 1.63250
H 2.25254 2.97874 0.54967
*
```

These are the Löwdin partial charges, in e, on atoms 1 to 2:
1. C -0.16
2. C -0.19

Entry 3:
# C57H59N6O4

A 2-piece molecular cluster, C57H59N6O4 overall in a non-equilibrium geometry (ωB97M-V/def2-TZVPD, OMol25).

Properties
Energy above the lowest of the compared OMol25 structures with the same formula, charge and spin = 0.0 kcal per mole
Highest occupied orbital energy = -0.3088 Eh
Frontier orbital gap = 3.805 eV

```
! wB97M-V def2-TZVPD RIJCOSX def2/J DEFGRID3
* xyz 1 1
C 7.64814 0.04484 -0.96854
N 6.30130 0.52452 -1.14604
C 5.94188 1.77749 -0.73374
O 6.65866 2.55877 -0.12001
C 4.49090 1.99948 -1.15209
C 4.37529 3.15722 -2.15516
C 4.69199 4.48412 -1.49568
C 5.74092 5.28420 -1.96115
C 6.11759 6.42738 -1.24996
C 5.41524 6.79791 -0.09481
C 4.32348 6.03187 0.33148
C 3.94600 4.89017 -0.38355
N 4.11313 0.68452 -1.67115
C 2.83051 0.43271 -2.01018
C 2.41170 -0.74373 -2.62737
C 1.10582 -1.09843 -2.96149
C 0.88338 -2.14134 -3.95996
C 1.86939 -3.13854 -4.18275
C 1.66654 -4.15909 -5.12527
N 2.70994 -5.07721 -5.44185
O 2.47307 -5.91516 -6.34665
O 3.81263 -5.01629 -4.85174
C 0.47454 -4.24876 -5.86080
C -0.51084 -3.28090 -5.66234
C -0.29843 -2.21881 -4.77575
C 5.26771 -0.22043 -1.86386
C 5.67069 -0.35604 -3.34215
C 5.07905 -1.60035 -1.21680
H 8.20965 0.79945 -0.41932
H 7.64841 -0.89001 -0.39758
H 8.13681 -0.14358 -1.93315
H 3.89157 2.23071 -0.25287
H 5.07546 2.97663 -2.98756
H 3.35427 3.17046 -2.57163
H 6.28291 4.97599 -2.85997
H 6.96384 7.02360 -1.59536
H 5.71260 7.68559 0.46698
H 3.76224 6.31348 1.22413
H 3.09495 4.28135 -0.06479
H 2.09852 1.19708 -1.73150
H 3.20573 -1.43203 -2.89039
H 0.29191 -0.47046 -2.62083
H 2.78304 -3.17776 -3.58935
H 0.39130 -5.03668 -6.60451
H -1.44379 -3.36584 -6.22322
H -1.04937 -1.43070 -4.69488
H 5.98066 0.62107 -3.74173
H 6.51780 -1.05034 -3.41347
H 4.85062 -0.74461 -3.95548
H 4.84924 -1.47145 -0.15064
H 4.26046 -2.16230 -1.66935
H 5.99699 -2.18650 -1.34858
C -6.08121 1.68495 -2.81698
C -5.38250 1.22116 -1.57225
C -5.26245 -0.14219 -1.30225
C -4.64397 -0.60827 -0.13031
C -4.70474 -2.06620 0.22100
C -4.04003 0.33268 0.71002
N -3.32363 -0.10859 1.86512
C -2.20180 -0.91832 1.92691
C -1.52513 -1.70492 0.85366
C -1.23259 -1.16282 -0.50993
C -1.44478 -2.17510 -1.55693
C -1.16043 0.25366 -0.71540
C -0.72749 1.11947 0.31587
C -0.63540 2.49083 0.10726
C -0.95531 3.03662 -1.13836
C -1.43225 2.21087 -2.15901
C -1.55547 0.84362 -1.95520
O -1.26380 -2.90378 1.11245
N -2.04600 -1.22937 3.22486
C -1.18003 -2.15343 3.88472
C 0.21241 -2.13746 3.66451
C 0.87336 -1.09883 2.82031
C 0.99634 -3.10930 4.29121
C 0.44450 -4.02501 5.18926
C 1.32147 -5.05938 5.82878
C -0.92745 -3.95556 5.45816
C -1.75718 -3.02547 4.82513
C -3.21471 -3.01691 5.14278
N -2.93283 -0.51106 4.01706
C -3.72308 0.12517 3.19790
C -4.89094 0.90157 3.64000
C -4.76299 1.66682 4.82517
C -5.79318 2.51967 5.22589
C -6.98959 2.56950 4.49560
C -7.16570 1.73496 3.38452
C -6.14171 0.88062 2.97562
C -4.18528 1.70773 0.49487
C -3.66572 2.72984 1.46047
C -4.85518 2.13308 -0.65978
H -6.13551 2.77659 -2.84783
H -5.55389 1.34655 -3.71774
H -7.10272 1.28777 -2.87194
H -5.69047 -0.87064 -1.99441
H -4.83249 -2.22151 1.30342
H -5.57438 -2.51531 -0.28223
H -3.81493 -2.62048 -0.10706
H -1.16907 -1.83325 -2.55517
H -0.84775 -3.07012 -1.31530
H -2.50161 -2.49593 -1.61039
H -0.46942 0.68825 1.28571
H -0.33602 3.13434 0.93459
H -0.88414 4.11442 -1.29269
H -1.74306 2.63654 -3.11576
H -2.00134 0.20843 -2.72815
H 1.95691 -1.13006 2.99702
H 0.71825 -1.28991 1.75001
H 0.52160 -0.08804 3.06359
H 2.06905 -3.13560 4.07873
H 0.77161 -5.61950 6.58774
H 1.69774 -5.77122 5.08371
H 2.19481 -4.59665 6.30211
H -1.37005 -4.64945 6.17557
H -3.38760 -3.71033 5.97496
H -3.55142 -2.01964 5.44632
H -3.83560 -3.35109 4.29830
H -3.83578 1.59861 5.39762
H -5.66598 3.14656 6.11072
H -7.78973 3.24624 4.80199
H -8.10699 1.74602 2.83142
H -6.29419 0.19357 2.14122
H -3.29342 3.60354 0.90953
H -4.46096 3.07667 2.14024
H -2.84412 2.33544 2.07139
H -4.95691 3.20501 -0.83552
*
```

These are the Löwdin partial charges, in e, on atoms 1 to 2:
1. C 0.00
2. N -0.04

Entry 4:
# C16H24O5

C16H24O5 as an isolated structure in a non-equilibrium geometry (ωB97M-V/def2-TZVPD, OMol25).

Properties
Energy above the lowest of the compared OMol25 structures with the same formula, charge and spin = 374.3 kcal per mole
Highest occupied orbital energy = -0.3163 Eh
Frontier orbital gap = 9.154 eV

```
! wB97M-V def2-TZVPD RIJCOSX def2/J DEFGRID3
* xyz 0 1
C 3.72684 1.56891 -2.94051
H 3.93103 1.98037 -1.97979
O 3.62217 0.15887 -3.11389
C 3.23070 -0.40914 -1.93215
O 3.95834 0.09873 -0.75835
C 5.37772 -0.64711 -0.66208
H 6.03625 -0.39148 -1.43891
H 5.23727 -1.69764 -0.80207
H 5.77807 -0.24011 0.07345
C 1.77115 -0.10456 -1.63548
C 1.23042 -1.38569 -0.96659
C 0.78359 -1.05391 0.39452
C 0.78587 0.43992 1.39915
O 1.97137 0.85665 1.06491
H 2.65892 0.41821 0.74711
H 0.85576 -0.08590 2.49493
C -0.39968 1.19854 1.16457
C -0.29287 2.39217 1.91490
H 0.49884 2.80547 1.65555
H -0.49276 2.05929 2.91516
H -1.07950 3.19581 1.42129
O -1.40502 0.17161 1.26369
C -2.73981 0.72204 0.67212
C -3.75260 -0.31774 0.93225
C -5.08022 -0.01740 -0.19612
C -6.11345 -0.98942 0.23398
C -5.91902 -1.85668 1.30028
C -4.86746 -2.18570 1.83415
C -3.65474 -1.22834 1.88659
H -2.88574 -1.28148 2.50297
H -4.76205 -2.92416 2.58282
H -6.74362 -2.58445 1.21028
H -6.93905 -0.93229 -0.39201
H -5.03401 0.82901 -0.58464
H -2.55962 1.12406 -0.31153
H -3.09712 1.60102 1.12160
H -0.43828 1.49324 -0.17540
O 1.99860 -1.92658 0.43510
H -0.06982 -1.75058 0.87068
H 0.84423 -2.17836 -1.46180
H 1.24865 -0.15749 -2.44034
H 1.93578 0.61987 -1.10506
H 3.51574 -1.49398 -2.18149
H 2.81996 2.09626 -3.11703
H 4.50918 2.01013 -3.89678
*
```

These are the Löwdin partial charges, in e, on atoms 1 to 2:
1. C -0.10
2. H 0.07